56
Properties=species:S:1:pos:R:3:forces:R:3:nbo_charge:R:1 method="wB97M-V/def2-TZVPD" homo_ev="-7.53 / -7.52" total_charge=0 s2=8.7634 spin_multiplicity=6 relative_energy_kj_mol=219.0
Fe -0.0560 -0.4578 -0.6427 -0.169 0.242 -2.102 1.57
S -1.3739 0.5446 -4.0277 0.001 0.075 -0.381 0.25
C -0.7121 1.7722 -3.0361 0.236 0.282 0.276 -0.12
N -0.1888 1.6104 -1.8538 -0.288 -0.544 0.564 -0.60
C 0.3228 2.7879 -1.3328 -0.003 0.128 -0.068 0.19
C 0.9871 2.9119 -0.1112 -0.118 -0.080 -0.124 -0.24
C 1.4548 4.1533 0.2661 -0.010 -0.005 0.032 -0.19
C 1.2626 5.2714 -0.5517 0.015 0.041 -0.010 -0.21
C 0.6176 5.1609 -1.7684 -0.018 0.006 -0.051 -0.21
C 0.1543 3.9071 -2.1545 0.039 -0.050 0.045 -0.24
S -0.6697 3.4338 -3.6050 -0.040 -0.157 -0.060 0.42
H 1.1263 2.0339 0.5057 0.090 0.084 0.077 0.22
H 1.9824 4.2672 1.2041 -0.017 -0.025 0.001 0.22
H 1.6267 6.2376 -0.2272 0.008 -0.014 -0.018 0.22
H 0.4705 6.0253 -2.4033 0.030 -0.010 0.020 0.22
I 4.4769 1.7348 -1.9331 0.080 -0.108 0.142 0.16
C 4.0385 0.4158 -0.3753 -0.244 0.058 -0.288 -0.28
C 4.9808 0.1007 0.6129 -0.149 -0.132 0.087 -0.22
C 4.6619 -0.7563 1.6373 0.336 0.116 0.151 -0.21
I 6.1576 -1.2564 3.0238 -0.124 0.062 -0.087 0.13
C 3.3490 -1.2641 1.7708 -0.148 -0.057 0.067 -0.04
C 2.8699 -2.0424 2.8478 -0.006 0.015 -0.078 -0.12
C 1.5549 -2.4216 2.8890 -0.034 -0.041 -0.059 -0.27
C 0.6979 -2.0369 1.8486 0.123 -0.113 -0.064 0.07
N 1.1065 -1.3192 0.8266 0.726 -0.381 0.498 -0.54
C 2.4112 -0.9359 0.7666 0.083 -0.005 0.157 0.05
C 2.7637 -0.1474 -0.3853 0.214 -0.197 0.004 0.40
O 1.8924 -0.0049 -1.3170 -0.628 -0.056 0.271 -0.84
H 5.9688 0.5371 0.5587 0.006 -0.031 -0.028 0.24
H 3.5492 -2.3283 3.6398 -0.007 0.026 0.013 0.23
H 1.1666 -3.0010 3.7151 0.012 -0.025 -0.033 0.23
H -0.3461 -2.3321 1.8468 -0.020 0.066 0.082 0.19
O -4.1905 -0.5692 -2.6321 0.144 -0.073 -0.007 -0.61
C -3.2762 -0.4940 -1.8373 -0.242 -0.025 0.136 0.77
O -2.0011 -0.5575 -2.0672 0.395 -0.150 0.376 -0.80
C -3.5447 -0.3381 -0.3529 -0.023 -0.108 -0.106 -0.13
C -4.5983 -0.9423 0.3197 -0.094 0.048 0.047 -0.15
C -4.6610 -0.8858 1.7097 -0.004 0.004 -0.077 -0.20
C -3.6465 -0.2828 2.4428 0.133 -0.021 0.226 -0.22
C -2.6008 0.2894 1.7437 -0.348 -0.122 -0.151 0.08
C -2.5850 0.3337 0.3696 0.174 0.150 0.045 -0.18
N -1.3796 0.7238 2.3963 0.256 0.116 0.016 0.52
O -0.3509 0.5611 1.7363 -0.229 0.601 0.293 -0.43
O -1.4043 1.1547 3.5206 -0.081 -0.041 0.131 -0.33
H -5.3614 -1.4570 -0.2507 0.028 0.001 -0.005 0.24
H -5.4830 -1.3560 2.2325 0.001 0.008 -0.004 0.23
H -3.6367 -0.2897 3.5244 -0.014 -0.018 -0.012 0.24
H -1.8398 0.9305 -0.1469 0.055 -0.120 -0.011 0.23
S -0.7932 -4.3238 -3.2980 0.031 0.079 0.081 0.48
C -1.7667 -4.4851 -1.9003 -0.052 -0.022 -0.096 -0.44
C -1.3899 -3.5769 -0.9697 0.120 -0.037 -0.058 -0.05
N -0.3404 -2.7721 -1.3431 -0.197 0.617 0.171 -0.53
C 0.0638 -3.0538 -2.5466 0.035 -0.156 -0.070 -0.12
H -2.5613 -5.2107 -1.8503 0.031 0.007 0.042 0.25
H -1.8315 -3.4606 0.0094 -0.036 0.032 -0.041 0.21
H 0.8748 -2.5396 -3.0445 -0.055 0.057 0.034 0.25


53
Properties=species:S:1:pos:R:3:forces:R:3:nbo_charge:R:1 method="wB97M-V/def2-TZVPD" homo_ev="-1.77 / -1.76" total_charge=-2 s2=3.7617 spin_multiplicity=4 relative_energy_kj_mol=29.4
Co -0.1196 -0.0625 0.2871 0.447 1.175 -0.203 1.42
O 5.9462 -0.1506 -0.1093 0.356 -0.015 -0.028 -0.67
C 4.5919 -0.0480 -0.0017 -0.172 -0.012 0.049 0.32
C 3.9610 -0.0820 1.2356 0.156 0.086 0.130 -0.33
C 2.5870 0.0310 1.2585 -0.097 0.002 0.282 0.15
N 1.8997 0.1815 0.1403 -0.104 -0.347 -0.018 -0.54
C 2.4861 0.1883 -1.0455 0.005 0.077 -0.186 0.16
C 3.8585 0.0760 -1.1668 -0.066 0.088 -0.195 -0.30
C 1.5369 0.2940 -2.2497 -0.071 0.008 -0.199 0.74
O 2.0924 0.3172 -3.3646 -0.419 0.022 0.322 -0.73
O 0.3110 0.3334 -1.9419 0.421 -0.140 -0.180 -0.77
C 1.7472 -0.0603 2.5507 0.069 -0.013 0.030 0.75
O 2.3962 -0.0846 3.6086 -0.352 -0.045 -0.188 -0.73
O 0.4940 -0.1170 2.3654 0.447 -0.026 0.090 -0.78
H 6.2981 -0.2024 0.7824 0.116 -0.028 0.109 0.47
H 4.4979 -0.1862 2.1754 -0.059 -0.012 -0.109 0.23
H 4.3150 0.0895 -2.1493 -0.047 -0.012 0.116 0.25
Cl -2.5226 0.5427 0.8469 -0.401 -0.189 0.185 0.02
C -2.9037 2.2044 0.5021 0.029 0.082 -0.041 -0.08
C -4.2452 2.5138 0.3809 -0.004 -0.082 0.014 -0.22
C -4.6310 3.8236 0.1355 -0.059 0.013 0.003 -0.28
C -3.6441 4.7920 0.0233 0.168 0.054 0.001 -0.24
C -2.3036 4.4541 0.1427 -0.069 -0.169 0.009 -0.07
Cl -1.1514 5.7669 -0.0090 -0.060 -0.174 0.015 -0.04
C -1.8361 3.1285 0.3739 -0.046 0.202 -0.023 -0.19
S -0.1839 2.6735 0.4857 -0.271 -0.087 -0.074 -0.34
H -4.9813 1.7216 0.4791 0.105 0.072 -0.010 0.21
H -5.6810 4.0830 0.0388 0.126 -0.014 -0.002 0.20
H -3.9071 5.8266 -0.1656 0.045 -0.042 0.020 0.21
N -0.4907 -1.8656 -0.1000 -0.416 -0.589 0.135 -0.76
C -1.3000 -2.7573 -0.4272 -0.042 -0.259 -0.156 0.14
C -0.9534 -4.2330 -0.2335 -0.231 0.263 -0.165 0.03
C -1.4921 -5.2426 -1.0261 -0.027 -0.172 -0.046 -0.24
C -1.1113 -6.5745 -0.8538 -0.070 0.242 -0.032 -0.23
C -0.1918 -6.9131 0.1274 -0.009 0.076 0.014 -0.25
C 0.3459 -5.9102 0.9286 -0.057 0.195 -0.023 -0.22
C -0.0297 -4.5837 0.7446 0.208 -0.118 0.222 -0.21
C -2.6732 -2.4376 -1.0144 0.147 -0.035 0.257 -0.10
C -2.7838 -1.4146 -1.9534 -0.027 0.170 0.000 -0.18
C -4.0357 -0.9710 -2.3652 0.043 -0.062 0.016 -0.22
C -5.1952 -1.5317 -1.8364 0.091 -0.025 0.061 -0.24
C -5.0958 -2.5623 -0.9072 0.138 -0.018 -0.005 -0.25
C -3.8394 -3.0187 -0.5110 -0.017 -0.052 -0.069 -0.16
H -2.2116 -4.9767 -1.7945 0.034 -0.060 0.032 0.21
H -1.5333 -7.3446 -1.4887 -0.018 0.001 -0.031 0.19
H 0.1052 -7.9466 0.2669 -0.003 0.013 0.005 0.19
H 1.0616 -6.1644 1.7016 0.013 0.019 0.006 0.20
H 0.3910 -3.7822 1.3477 -0.035 -0.101 -0.081 0.25
H -1.8763 -0.9247 -2.3017 -0.052 -0.058 0.017 0.26
H -4.1045 -0.1619 -3.0845 0.009 -0.018 0.050 0.21
H -6.1686 -1.1484 -2.1259 0.044 -0.053 -0.025 0.19
H -5.9949 -2.9993 -0.4780 0.114 0.041 -0.043 0.19
H -3.7574 -3.8237 0.2172 -0.029 0.124 -0.057 0.20


56
Properties=species:S:1:pos:R:3:forces:R:3:nbo_charge:R:1 method="wB97M-V/def2-TZVPD" homo_ev="-13.43 / -13.26" total_charge=+2 s2=0.8071 spin_multiplicity=2 relative_energy_kj_mol=14.6
Tc -0.7741 -1.1927 -0.2629 -0.677 -0.328 -0.620 1.51
O -0.8500 -3.8907 -1.8340 0.093 -0.036 -0.155 -1.04
As -0.6961 -2.7214 -3.1858 0.035 -0.022 0.253 1.52
O -0.9551 -1.2796 -2.1675 -0.037 -0.102 -0.180 -1.00
O -2.1564 -1.9071 0.1661 0.223 0.164 0.443 -0.27
C 1.2548 -2.5853 -3.3706 0.137 0.184 -0.213 -0.42
C 1.6798 -3.0410 -4.6148 -0.076 -0.009 0.029 -0.20
C 2.9952 -2.8995 -5.0445 0.037 0.008 0.022 -0.16
C 3.9197 -2.2636 -4.2377 -0.012 -0.009 0.000 -0.19
C 3.5354 -1.7990 -2.9867 0.020 -0.060 -0.025 -0.17
C 2.2220 -1.9615 -2.5702 -0.026 -0.067 0.144 -0.29
S 1.9035 -1.4048 -0.9333 0.103 0.335 0.359 2.38
O 1.1034 -0.1452 -0.9133 0.109 0.105 0.090 -0.96
O 3.1269 -1.3234 -0.2131 0.036 -0.194 0.003 -0.90
O 0.8961 -2.3724 -0.3103 0.033 -0.047 -0.106 -0.90
H -1.1695 -4.7456 -2.1507 -0.088 0.088 0.062 0.51
H 0.9630 -3.5139 -5.2781 0.002 0.010 -0.008 0.23
H 3.2881 -3.2793 -6.0140 -0.004 0.004 -0.002 0.24
H 4.9416 -2.1347 -4.5662 0.000 -0.005 0.001 0.24
H 4.2558 -1.3333 -2.3293 -0.007 0.002 0.002 0.25
S 1.9009 -2.9709 4.6736 -0.032 0.003 -0.120 0.57
C 2.4043 -3.1202 6.2701 0.028 -0.019 0.063 -0.24
C 2.0524 -2.0267 7.0707 -0.012 0.027 0.003 -0.20
C 1.3688 -1.0686 6.3604 0.006 0.022 0.023 -0.15
C 1.1836 -1.4156 5.0003 0.015 -0.033 0.032 -0.10
C 0.5229 -0.6588 3.9961 0.005 0.020 -0.057 -0.12
C 0.3857 -1.1801 2.6756 0.124 -0.002 -0.035 0.18
N -0.2130 -0.5190 1.7251 -0.122 -0.056 -0.077 -0.43
C -0.7311 0.7239 1.9696 0.035 -0.022 0.054 0.21
C -0.6298 1.3361 3.2353 -0.026 0.051 -0.004 -0.07
C -1.1562 2.6665 3.4021 0.013 -0.008 0.012 -0.16
C -1.6954 3.3307 2.3591 0.007 0.004 -0.018 -0.14
C -1.7733 2.7291 1.0523 0.005 0.011 0.057 -0.03
C -2.2253 3.4040 -0.0865 -0.014 0.028 -0.016 -0.13
C -2.2067 2.7943 -1.3333 0.014 -0.051 0.003 -0.02
C -1.7729 1.4361 -1.3868 -0.202 -0.042 0.057 0.17
N -1.3971 0.7850 -0.3178 0.147 -0.010 0.022 -0.41
C -1.3362 1.4092 0.8990 0.117 0.051 -0.110 0.19
C -2.6150 3.4483 -2.5506 -0.020 0.027 -0.048 -0.28
C -2.4763 2.9851 -3.8453 0.021 -0.048 0.024 -0.16
C -2.9687 3.8845 -4.8046 -0.010 0.016 -0.016 -0.25
C -3.4800 5.0184 -4.2331 -0.007 0.007 -0.028 -0.34
S -3.3634 5.0030 -2.5421 0.008 0.009 0.055 0.51
C -0.0058 0.6198 4.2444 0.031 -0.006 0.026 -0.03
H 2.9468 -4.0007 6.5847 -0.002 0.004 0.004 0.28
H 2.2996 -1.9656 8.1198 -0.006 0.012 -0.003 0.27
H 1.0061 -0.1480 6.7923 0.004 -0.013 0.007 0.25
H 0.7918 -2.1463 2.3948 -0.022 -0.006 0.004 0.24
H -1.0910 3.1309 4.3773 -0.008 -0.004 -0.001 0.25
H -2.0655 4.3398 2.4842 -0.004 -0.004 -0.002 0.25
H -2.5613 4.4292 0.0127 0.003 -0.002 0.002 0.25
H -1.7672 0.8588 -2.3025 0.016 0.015 -0.008 0.26
H -2.0225 2.0393 -4.1049 -0.004 0.008 0.001 0.23
H -2.9507 3.7104 -5.8693 0.000 0.000 0.004 0.25
H -3.9273 5.8643 -4.7313 0.003 -0.006 -0.001 0.27
H 0.0847 1.0676 5.2255 -0.010 -0.001 -0.005 0.24